# C52H62HfN9O4

A structure of composition C52H62HfN9O4 at a distorted geometry (wB97M-V/def2-TZVPD, OMol25).

XYZ file:
```
128
Properties=species:S:1:pos:R:3:forces:R:3:mulliken_charge:R:1
Hf 0.948377 -0.226439 -0.006761 -0.181 -0.998 -0.589 0.167
C -5.113630 5.390251 -1.264967 0.034 -0.008 -0.034 -1.307
C -4.003774 4.884221 -2.190440 -0.023 -0.005 0.063 -1.048
C -3.348048 3.650638 -1.656724 -0.055 0.014 0.028 0.211
C -3.515980 2.351108 -2.048096 0.037 0.002 -0.065 0.262
C -4.319860 1.893517 -3.222921 0.017 0.019 -0.001 -1.293
C -3.496259 1.987190 -4.512595 -0.027 0.022 0.027 -1.089
C -2.689616 1.475245 -1.217606 -0.157 -0.038 0.160 0.719
C -2.763958 0.103060 -1.191602 0.026 0.059 -0.007 -1.225
C -2.209414 -0.917999 -0.368963 -0.036 -0.112 0.000 0.296
C -2.933566 -2.095938 -0.040887 -0.005 0.059 -0.073 0.504
C -4.252061 -2.500943 -0.626881 0.006 0.024 0.044 -1.251
C -5.438349 -1.750526 -0.013331 0.028 -0.030 -0.020 -1.027
C -2.257521 -2.715229 1.001782 0.080 -0.058 0.075 1.268
C -1.120992 -1.922042 1.280778 -0.068 0.091 0.012 -0.213
C -0.253558 -2.075765 2.410302 0.064 0.037 0.032 -1.466
C 0.717637 -1.193048 2.803493 -0.182 0.072 0.034 1.091
N 1.037099 -0.101375 2.025778 0.100 0.187 1.007 0.357
C 1.731944 0.800018 2.782321 -0.329 0.167 0.027 0.671
C 1.813097 2.153914 2.458498 0.164 -0.068 0.020 -2.206
C 1.000259 2.688689 1.444783 -0.084 0.029 0.016 0.505
N 0.401032 3.899593 1.568425 0.032 -0.057 0.065 -0.969
C -0.759734 3.752338 0.921133 -0.045 0.008 -0.151 0.124
C -1.695200 4.531456 0.249451 -0.076 -0.017 0.179 -1.526
C -2.406128 3.637436 -0.572892 0.069 -0.103 -0.078 0.388
N -2.029170 2.345085 -0.368570 0.180 0.080 -0.203 1.261
C -1.039135 2.283402 0.661377 -0.017 0.007 0.098 0.345
C 0.426798 1.910842 0.253400 0.092 0.320 0.080 2.258
C 0.756019 2.690133 -1.074945 0.073 0.066 0.141 -0.908
C 2.214790 3.085500 -1.311222 -0.014 -0.055 -0.044 -1.664
C -1.616386 1.642606 1.942555 -0.095 -0.015 0.032 0.439
C -2.774448 2.427855 2.551400 0.034 0.003 -0.027 -1.744
C 1.995641 0.184232 4.077762 0.037 -0.063 0.039 0.394
C 1.380346 -1.032800 4.088308 0.126 -0.003 -0.012 0.433
C 1.280164 -2.012540 5.212159 -0.048 0.017 0.008 -1.322
C -0.041216 -1.899286 5.981079 0.034 -0.001 -0.008 -0.758
C 2.694970 0.876592 5.204015 -0.031 0.016 0.005 -1.421
C 1.742567 1.741023 6.037727 0.014 -0.030 -0.019 -1.042
N -1.063069 -0.864625 0.389486 -0.554 -0.198 0.219 0.485
C -2.675191 -3.924441 1.783550 -0.041 0.052 0.014 -1.393
C -3.447164 -3.567114 3.057834 0.018 -0.032 -0.042 -0.950
H -5.543423 6.316014 -1.644364 -0.021 0.020 -0.004 0.445
H -4.725789 5.581212 -0.264220 -0.004 0.008 0.031 0.330
H -5.910489 4.651499 -1.178974 -0.016 -0.014 0.014 0.310
H -3.248884 5.665299 -2.311250 0.002 0.000 -0.037 0.440
H -4.412099 4.685257 -3.182117 0.015 0.014 -0.022 0.357
H -5.214634 2.510087 -3.318131 -0.027 -0.024 0.015 0.550
H -4.664726 0.868549 -3.076865 -0.018 0.007 0.008 0.276
H -3.299904 3.028713 -4.766950 0.019 0.011 0.000 0.313
H -4.017747 1.524860 -5.350166 -0.017 -0.007 -0.028 0.473
H -2.530266 1.496939 -4.382861 0.004 -0.025 -0.011 0.068
H -3.532243 -0.275024 -1.858330 0.016 -0.012 -0.014 0.018
H -4.391184 -3.573828 -0.481649 0.004 -0.002 -0.030 0.501
H -4.240487 -2.338737 -1.709042 -0.006 -0.019 -0.004 0.335
H -5.499949 -1.937902 1.058187 -0.005 0.004 0.022 0.190
H -6.377010 -2.067243 -0.467566 -0.018 -0.004 -0.002 0.450
H -5.334951 -0.674082 -0.153632 0.001 0.029 0.002 0.171
H -0.469144 -2.909538 3.066957 -0.009 -0.026 -0.002 0.845
H 2.198776 2.831565 3.208249 0.000 0.023 0.015 0.756
H -1.792309 5.603566 0.251062 0.042 0.057 -0.062 0.606
H 0.199419 3.627213 -1.083249 -0.090 -0.060 -0.075 0.831
H 0.382219 2.119285 -1.930230 -0.020 0.002 0.017 -0.065
H 2.641763 3.550426 -0.421855 0.022 0.020 0.016 0.320
H 2.257431 3.820308 -2.116469 0.008 0.012 -0.007 0.501
H 2.836925 2.241150 -1.593410 -0.012 0.020 0.007 0.128
H -0.812451 1.545477 2.671788 -0.014 0.002 0.002 -0.137
H -1.961033 0.639026 1.707549 0.066 0.061 0.043 -0.008
H -2.469158 3.414369 2.898513 0.003 0.011 0.022 0.349
H -3.172793 1.880932 3.404741 -0.028 -0.022 0.024 0.541
H -3.587837 2.557212 1.835017 -0.028 0.018 -0.009 0.220
H 2.113451 -1.859434 5.899260 0.014 -0.014 -0.002 0.395
H 1.382715 -3.025508 4.815170 0.022 -0.007 0.003 0.383
H -0.146159 -0.912368 6.429963 -0.009 0.021 0.006 0.203
H -0.084901 -2.640676 6.777480 -0.009 -0.018 0.017 0.427
H -0.895435 -2.055341 5.322480 -0.027 0.001 -0.012 -0.018
H 3.496785 1.499951 4.802169 0.021 -0.017 0.005 0.367
H 3.167682 0.133628 5.848843 0.028 0.005 -0.014 0.488
H 1.237044 2.480803 5.416746 -0.010 0.019 -0.005 0.284
H 2.283896 2.266926 6.822617 0.014 0.019 0.020 0.426
H 0.977391 1.124752 6.508699 -0.020 -0.005 0.010 0.198
H -1.794404 -4.515975 2.048388 -0.008 -0.024 -0.021 0.277
H -3.295832 -4.567294 1.156098 0.031 -0.013 -0.004 0.452
H -2.847696 -2.933849 3.712935 0.007 0.019 0.020 0.079
H -3.724769 -4.464333 3.610418 -0.007 -0.007 0.017 0.459
H -4.358183 -3.020023 2.816568 -0.017 0.012 0.006 0.200
O 3.151870 -1.622443 0.502706 -0.035 -0.021 -0.058 -0.670
C 3.571478 -0.746250 -0.255325 0.174 0.119 0.027 0.156
O 2.901558 0.344806 -0.435260 0.764 0.277 -0.047 -0.521
C 4.828425 -0.921819 -1.073816 -0.016 -0.021 -0.063 0.910
N 5.145730 0.298208 -1.848138 0.086 -0.039 -0.117 -0.455
C 6.618861 0.400892 -1.849075 0.039 0.008 0.064 -0.836
C 7.052186 -0.128631 -0.485765 0.015 -0.025 -0.019 -0.733
C 6.078269 -1.287169 -0.233869 0.010 0.048 -0.022 -0.798
H 4.601005 -1.727684 -1.780628 -0.007 -0.031 0.066 0.255
H 4.745650 1.090892 -1.349776 -0.019 -0.032 -0.080 0.079
H 4.552254 0.286784 -3.307816 -0.109 0.170 0.171 0.622
H 6.921692 1.427209 -2.046852 0.006 -0.002 -0.014 0.419
H 7.009534 -0.230149 -2.650799 0.002 0.001 -0.005 0.365
H 6.931319 0.649220 0.269999 -0.013 0.017 0.003 0.291
H 8.092135 -0.449897 -0.472938 0.005 0.019 0.023 0.422
H 5.821466 -1.405979 0.816819 0.015 -0.032 0.005 0.355
H 6.499330 -2.230454 -0.578378 -0.013 0.004 0.000 0.407
N 1.684461 -6.890983 1.818534 -0.006 -0.098 0.148 -0.516
C 1.679748 -6.122940 0.966956 0.012 0.090 -0.155 -0.208
C 1.663360 -5.162478 -0.101819 -0.007 -0.039 -0.003 -0.060
C 2.049021 -5.503660 -1.392253 -0.022 0.052 0.004 -0.592
C 1.998098 -4.513259 -2.354308 -0.012 -0.004 0.024 -1.284
C 1.558578 -3.249568 -1.992415 -0.076 -0.013 -0.082 -0.430
N 1.183091 -2.908503 -0.757569 0.105 -0.100 -0.158 0.798
C 1.254563 -3.862854 0.167693 -0.042 0.096 0.160 -0.106
H 2.376182 -6.507694 -1.623524 0.008 -0.008 -0.002 0.543
H 2.291781 -4.708543 -3.375588 -0.002 -0.005 -0.011 0.564
H 1.514391 -2.477895 -2.746743 -0.005 0.003 0.028 0.824
H 0.992359 -3.587564 1.180609 0.018 -0.009 -0.075 0.592
C -1.110274 -0.998627 -4.274326 -0.085 0.032 0.063 -1.263
N 0.262469 -0.491431 -4.310431 -0.068 0.125 -0.059 0.456
C 0.906822 -0.326186 -5.500393 0.038 0.003 -0.080 -0.178
C 2.212794 0.003972 -5.565199 0.044 0.021 0.019 -1.330
C 2.896646 0.119876 -4.319231 -0.096 -0.063 0.069 0.687
O 4.175800 0.294820 -4.294966 0.072 -0.055 -0.108 -0.605
N 2.239889 0.018203 -3.171825 0.142 0.028 0.019 0.481
C 0.944573 -0.253666 -3.146922 0.017 -0.179 -0.138 -0.950
O 0.315379 -0.380629 -2.052470 -0.031 0.158 -0.528 0.059
H -1.661451 -0.593637 -5.118735 -0.002 -0.007 -0.018 0.545
H -1.573587 -0.686476 -3.342245 0.007 -0.014 -0.064 0.420
H -1.104299 -2.087112 -4.326407 -0.010 -0.014 0.015 0.175
H 0.302393 -0.487943 -6.381746 -0.008 -0.001 -0.010 0.522
H 2.727550 0.137483 -6.502291 0.004 -0.014 -0.023 0.501
```
Forces are in eV/Å.

Calculated values
relative energy (zero: lowest compared OMol25 entry of this formula, charge and spin)	367.83	kJ/mol
E_HOMO	-8.87	eV
total charge	+1
LUMO level	-3.053	eV